Here is C26H41O6PRh as an isolated structure at a distorted geometry from OMol25. Energies are from ωB97M-V/def2-TZVPD.

As for the calculated total energy: -52206.8847 eV. For the strongest force on any atom, the calculation gives 1.6 eV/Å. For the energy above the lowest of the compared OMol25 structures with the same formula, charge and spin, the calculation gives 0.0 kJ/mol. The LUMO energy (alpha / beta) comes out at -2.5 / -2.5 eV. As for the total charge: +1.

Each line ends with the Löwdin charge.
Element x y z (Å)
1 Rh 0.68 0.03 0.94  0.688
2 P 1.83 -0.88 -0.69  0.653
3 O 1.30 -1.13 -2.17  -0.242
4 O -4.54 0.71 -2.09  0.084
5 O 3.24 -0.18 -1.00  -0.274
6 O -2.59 -0.29 -0.73  0.028
7 O 2.35 -2.30 -0.20  -0.273
8 O -1.01 1.08 0.10  -0.047
9 C 0.38 -0.26 3.37  -0.043
10 C -2.94 -1.41 1.42  -0.407
11 C 0.04 -0.67 -2.70  -0.250
12 C -2.86 4.44 -1.38  -0.067
13 C -2.80 2.02 -1.11  -0.047
14 C 1.51 -2.52 3.12  -0.016
15 C 3.74 1.71 1.52  -0.019
16 C 1.44 1.78 2.56  -0.039
17 C -2.40 -2.54 2.28  -0.057
18 C -4.45 -1.51 1.21  -0.047
19 C -2.06 0.89 -0.52  -0.424
20 C -2.20 -1.42 0.10  -0.127
21 C -0.86 1.95 3.54  -0.025
22 C 1.44 -1.03 2.92  -0.302
23 C 2.53 1.05 2.12  -0.291
24 C 3.27 -3.13 -0.95  -0.243
25 C -2.26 3.30 -0.89  -0.010
26 C -3.99 1.92 -1.84  -0.239
27 C 2.48 -0.35 2.23  -0.112
28 C 4.74 1.28 -2.15  -0.055
29 C 0.26 0.14 -3.95  -0.056
30 C 2.51 -4.15 -1.78  -0.066
31 C -4.04 4.32 -2.10  -0.053
32 C -4.59 3.08 -2.33  -0.006
33 C 3.30 1.04 -1.77  -0.274
34 C 0.34 1.14 3.15  -0.289
35 H -1.32 -2.47 2.38  0.039
36 H -5.34 0.83 -2.61  0.121
37 H -0.47 -0.10 -1.93  0.073
38 H -2.49 -2.30 -0.48  0.148
39 H 5.10 0.50 -2.81  0.086
40 H -2.65 -3.51 1.84  0.095
41 H 1.74 -2.74 4.16  0.098
42 H -0.72 2.39 4.52  0.098
43 H 3.88 -3.62 -0.20  0.121
44 H 0.91 -0.39 -4.64  0.089
45 H -4.98 -1.42 2.16  0.086
46 H -4.53 5.20 -2.49  0.116
47 H -4.81 -0.74 0.54  0.075
48 H -1.11 -1.44 0.25  0.081
49 H -2.72 -0.45 1.90  0.129
50 H -1.76 1.33 3.58  0.079
51 H 2.90 1.86 -1.17  0.109
52 H 2.69 0.93 -2.66  0.098
53 H -2.42 5.41 -1.19  0.109
54 H -1.34 3.36 -0.33  0.118
55 H -4.70 -2.48 0.78  0.091
56 H -0.56 -1.56 -2.91  0.129
57 H -1.03 2.75 2.82  0.084
58 H -2.85 -2.51 3.28  0.092
59 H 4.16 1.09 0.73  0.059
60 H -5.51 2.99 -2.90  0.122
61 H 3.49 2.69 1.12  0.092
62 H 4.83 2.24 -2.66  0.087
63 H 1.89 -4.77 -1.15  0.082
64 H 2.29 -2.95 2.49  0.080
65 H 0.57 -3.00 2.87  0.068
66 H 3.23 -4.79 -2.30  0.085
67 H 3.30 -0.93 1.83  0.130
68 H 0.70 1.11 -3.72  0.073
69 H -0.49 -0.73 3.83  0.126
70 H 1.89 -3.65 -2.53  0.068
71 H 5.38 1.31 -1.27  0.076
72 H 1.39 2.84 2.37  0.134
73 H 3.91 -2.50 -1.56  0.113
74 H -0.70 0.32 -4.45  0.086
75 H 4.50 1.84 2.29  0.103